1.
DFT (wB97M-V/def2-TZVPD) results for a structure of composition C43H45ClN10O9Sr.

Each line ends with the Mulliken charge.
Cartesian coordinates (Å):
Sr: -0.95 -0.63 0.03  1.1275
C: 9.96 8.70 1.62  -0.8377
O: 10.17 7.32 1.38  -0.4630
C: 9.09 6.55 1.10  0.9280
C: 9.35 5.20 0.91  -0.6953
C: 8.32 4.33 0.61  -0.5064
C: 7.01 4.80 0.50  0.2658
C: 6.76 6.15 0.69  -0.8497
C: 7.79 7.03 0.99  -0.4204
C: 5.88 3.91 0.20  0.2426
N: 4.65 4.30 0.00  -0.8550
C: 3.94 3.14 -0.21  0.9752
C: 4.75 2.05 -0.14  -0.0545
N: 6.01 2.55 0.12  -0.1314
C: 4.30 0.71 -0.34  0.4341
C: 5.12 -0.41 -0.28  -0.8071
C: 4.57 -1.65 -0.51  -1.3596
C: 3.20 -1.72 -0.76  -0.2428
N: 2.38 -0.68 -0.79  0.5579
C: 2.91 0.53 -0.59  0.3173
C: 2.02 1.70 -0.65  -0.0243
N: 0.70 1.49 -0.86  0.2319
C: -0.08 2.55 -0.92  -0.3264
C: 0.34 3.87 -0.76  -1.2456
C: 1.67 4.10 -0.52  -0.6913
C: 2.53 3.00 -0.47  0.1470
H: 10.94 9.12 1.86  0.2399
H: 9.29 8.85 2.47  0.3426
H: 9.56 9.20 0.74  0.3339
H: 10.37 4.84 0.99  0.4187
H: 8.55 3.29 0.46  0.2518
H: 5.75 6.51 0.61  0.4680
H: 7.56 8.08 1.13  0.3956
H: 6.85 2.02 0.28  0.2006
H: 6.18 -0.31 -0.07  0.3928
H: 5.16 -2.55 -0.49  0.5065
H: 2.76 -2.69 -0.95  0.4442
H: -1.13 2.34 -1.08  0.4667
H: -0.39 4.67 -0.79  0.4774
H: 2.07 5.09 -0.37  0.5758
O: -3.26 -0.47 1.13  -0.8763
C: -3.58 0.45 0.34  0.8268
O: -2.85 0.78 -0.64  -0.3307
C: -4.87 1.19 0.54  -0.1596
C: -5.70 0.85 1.60  -0.4261
C: -6.92 1.50 1.82  -1.2637
C: -7.25 2.49 0.92  1.1140
O: -8.37 3.28 0.91  -0.5086
C: -8.24 4.13 -0.23  -0.2586
O: -6.99 3.86 -0.85  -0.5078
C: -6.42 2.83 -0.13  0.9494
C: -5.22 2.20 -0.35  -1.0468
H: -5.36 0.07 2.27  0.6497
H: -7.57 1.25 2.64  0.4317
H: -8.26 5.17 0.10  0.2496
H: -9.04 3.90 -0.93  0.2490
H: -4.57 2.46 -1.17  0.5093
C: -1.16 -5.01 0.76  -0.4370
C: -0.46 -6.39 0.66  -0.9046
N: 0.94 -6.22 0.25  -0.1838
C: 1.61 -5.37 1.23  -0.8732
C: 0.90 -3.99 1.32  -0.4333
N: -0.23 -3.94 0.38  0.2586
C: 0.24 -4.19 -0.98  0.6091
C: 0.98 -5.55 -1.05  -0.8557
H: -1.52 -4.81 1.77  0.5071
H: -2.02 -4.96 0.09  0.0411
H: -0.95 -7.03 -0.08  0.3910
H: -0.47 -6.91 1.61  0.2825
H: 2.65 -5.26 0.94  0.3287
H: 1.59 -5.88 2.19  0.2869
H: 1.57 -3.17 1.10  0.0058
H: 0.51 -3.80 2.32  0.6995
H: 0.87 -3.35 -1.29  -1.1185
H: -0.64 -4.17 -1.64  0.6824
H: 2.03 -5.41 -1.33  0.3723
H: 0.53 -6.21 -1.80  0.2895
O: 0.06 0.12 4.07  -0.6817
Cl: 0.39 0.15 2.70  1.7477
O: -0.57 0.98 1.95  -0.7196
O: 1.72 0.59 2.46  -0.6086
O: 0.20 -1.21 2.11  -0.6706
N: 0.11 -1.08 -4.81  -0.0558
C: -1.11 -0.45 -4.80  -0.8988
C: -1.45 -0.32 -3.49  -0.5131
N: -0.47 -0.88 -2.70  0.6568
C: 0.45 -1.31 -3.52  -0.6422
H: 0.66 -1.32 -5.62  0.2175
H: -1.61 -0.14 -5.70  0.4408
H: -2.32 0.12 -3.05  0.3527
H: 1.38 -1.78 -3.24  0.4108
N: -2.61 -2.56 -1.01  -0.1874
C: -3.58 -3.02 -0.58  0.0482
N: -4.68 -3.52 -0.07  0.3541
C: -5.07 -3.20 1.30  -0.5274
C: -6.53 -2.79 1.32  -0.4240
C: -7.40 -3.85 0.66  -0.8596
C: -6.93 -4.13 -0.76  -0.6791
C: -5.47 -4.53 -0.78  -0.8301
H: -4.41 -2.40 1.65  0.2480
H: -4.91 -4.09 1.92  0.2639
H: -6.63 -1.84 0.80  0.1989
H: -6.84 -2.62 2.36  0.4166
H: -8.45 -3.53 0.66  0.3562
H: -7.36 -4.78 1.25  0.3402
H: -7.06 -3.24 -1.37  0.2882
H: -7.53 -4.92 -1.22  0.3725
H: -5.07 -4.63 -1.79  0.4657
H: -5.33 -5.50 -0.27  0.3382

The total energy is -3381.16457 a.u. The value obtained for the molecular weight is 968.97 g mol⁻¹. The frontier orbital gap comes out at 7.86 eV. The value obtained for the energy above the lowest of the compared OMol25 structures with the same formula, charge and spin is 12.6 kcal per mole.

***

2.
DFT (wB97M-V/def2-TZVPD) results for a structure of composition C39H47N7O2Pt.

Each line ends with the Mulliken charge.
Cartesian coordinates (Å):
Pt: 0.46 0.22 -0.63  4.2970
C: 3.90 -0.67 -0.81  -1.9110
N: 2.87 0.33 -0.75  0.3105
C: 3.20 1.56 -0.85  -0.3702
C: 2.26 2.61 -0.84  0.2126
C: 2.44 4.00 -0.93  -1.1860
C: 1.17 4.56 -0.90  -1.1290
C: 0.27 3.49 -0.79  -0.9275
N: 0.92 2.33 -0.75  0.2229
C: 3.97 -1.52 0.43  0.9628
C: 2.81 -2.01 1.01  1.0365
C: 2.87 -2.80 2.14  -1.1287
C: 4.09 -3.12 2.71  -0.6354
C: 5.25 -2.63 2.14  -0.7211
C: 5.19 -1.84 1.00  -0.8184
H: 4.89 -0.20 -0.99  0.4178
H: 3.69 -1.32 -1.67  0.3269
H: 4.26 1.85 -0.94  0.2169
H: 3.39 4.51 -1.00  0.5287
H: 0.92 5.60 -0.96  0.4514
H: -0.80 3.53 -0.73  0.4983
H: 1.86 -1.71 0.58  0.0417
H: 1.96 -3.18 2.58  0.3389
H: 4.14 -3.73 3.60  0.3895
H: 6.21 -2.86 2.58  0.3795
H: 6.11 -1.46 0.57  0.3973
C: -0.57 1.25 -5.30  -1.5196
C: -1.67 1.13 -4.29  -0.2738
C: -3.01 1.24 -4.66  -0.9609
C: -4.00 1.13 -3.70  0.6420
C: -5.45 1.22 -4.08  -1.6451
C: -3.67 0.92 -2.37  -1.2142
C: -2.33 0.78 -1.94  0.5434
C: -1.35 0.90 -2.97  -0.2621
N: -1.85 0.53 -0.73  -0.2359
C: -2.50 0.42 0.55  1.8962
C: -2.01 1.58 1.43  -0.6627
C: -2.45 1.41 2.88  0.4916
C: -1.89 0.10 3.44  -1.3150
C: -2.42 -1.07 2.61  0.3369
C: -3.94 -1.10 2.67  -1.7466
C: -4.49 0.21 2.09  0.3982
C: -3.98 1.38 2.94  -1.6469
C: -4.04 0.38 0.64  -2.6101
C: -1.96 -0.89 1.17  0.1984
H: -0.96 1.24 -6.32  0.3897
H: 0.14 0.44 -5.18  0.1988
H: -0.03 2.19 -5.15  0.3018
H: -3.28 1.40 -5.70  0.1949
H: -5.57 1.43 -5.14  0.3576
H: -5.96 2.00 -3.51  0.3225
H: -5.96 0.27 -3.87  0.3015
H: -4.49 0.85 -1.68  0.3852
H: -0.31 0.80 -2.68  0.7871
H: -2.40 2.52 1.03  0.5186
H: -0.92 1.60 1.36  -0.8342
H: -2.08 2.25 3.48  0.4393
H: -2.18 -0.02 4.49  0.7304
H: -0.80 0.12 3.37  0.0421
H: -2.02 -2.01 3.01  0.3791
H: -4.28 -1.22 3.70  0.6535
H: -4.32 -1.95 2.10  0.5161
H: -5.59 0.19 2.12  0.2239
H: -4.32 1.27 3.97  0.6125
H: -4.38 2.32 2.55  0.5849
H: -4.45 1.32 0.27  0.5733
H: -4.43 -0.44 0.04  0.5276
H: -2.29 -1.72 0.54  0.6760
H: -0.87 -0.80 1.13  -1.3818
C: 1.00 -5.54 -1.20  -1.1122
N: 0.43 -4.28 -1.60  -0.0389
C: 1.02 -3.61 -2.75  -0.6129
C: 0.89 -2.12 -2.37  0.2439
O: 1.24 -1.17 -3.06  -0.5588
N: 0.38 -2.05 -1.12  -0.2875
C: 0.19 -3.28 -0.65  -0.2565
N: -0.12 -3.61 0.65  -0.2466
H: 0.88 -6.26 -2.01  0.3502
H: 0.49 -5.91 -0.32  0.3483
H: 2.07 -5.44 -0.96  0.3492
H: 0.49 -3.86 -3.67  0.2796
H: 2.08 -3.86 -2.87  0.3095
H: -0.35 -2.78 1.18  0.0606
H: -0.80 -4.35 0.75  0.3311
O: 1.18 0.52 1.88  -0.2744
N: 2.11 1.37 2.18  0.0534
C: 3.34 0.94 2.59  -0.3362
C: 4.35 1.81 2.90  -0.7533
C: 4.14 3.19 2.80  -0.5466
C: 2.87 3.62 2.41  -0.9333
C: 1.89 2.71 2.12  0.1603
H: 3.46 -0.13 2.65  0.6684
H: 5.30 1.41 3.22  0.4557
H: 4.94 3.89 3.01  0.3887
H: 2.65 4.67 2.33  0.4440
H: 0.90 3.01 1.81  0.3979

The spin multiplicity is 2. The total energy is -2167.39140 a.u. The value obtained for the molecular weight is 840.93 g mol⁻¹. As for the total charge: -1. The frontier orbital gap (alpha / beta) comes out at 4.30 / 4.64 eV. The value obtained for the energy above the lowest of the compared OMol25 structures with the same formula, charge and spin is 55.1 kcal per mole.

***

3.
DFT (wB97M-V/def2-TZVPD) results for an isolated molecule of C2H2N2OS.

Each line ends with the Mulliken charge.
Cartesian coordinates (Å):
C: -0.84 -0.50 0.02  -0.1367
C: -0.81 0.82 0.03  -0.4470
N: 0.37 -1.11 0.03  -0.5418
N: 1.25 -0.21 -0.02  0.7941
O: 2.56 -0.56 0.00  -0.6237
S: 0.73 1.43 0.04  0.0524
H: -1.61 -1.22 0.04  0.4660
H: -1.65 1.35 -0.14  0.4366

The total energy is -660.21954 a.u. The value obtained for the molecular weight is 102.12 g mol⁻¹. The frontier orbital gap (alpha / beta) comes out at 8.76 / 8.76 eV. The value obtained for the energy above the lowest of the compared OMol25 structures with the same formula, charge and spin is 80.4 kcal per mole.

***

4.
DFT (wB97M-V/def2-TZVPD) results for an isolated molecule of C4H8S2.

Each line ends with the Mulliken charge.
Cartesian coordinates (Å):
C: 0.65 0.94 0.24  -0.2181
C: 1.33 -0.42 0.64  -0.6689
C: 0.33 -1.46 0.25  -0.5511
C: 0.07 0.69 -1.21  -0.8881
H: -0.38 1.20 2.52  0.1440
H: 1.32 1.82 0.38  0.3568
H: 1.80 -0.56 1.64  0.3178
H: 2.08 -0.60 -0.13  0.3276
H: -0.53 -1.47 1.01  0.3138
H: 0.84 -2.44 0.21  0.3837
H: 0.85 0.87 -1.95  0.3451
H: -0.71 1.34 -1.35  0.5198
S: -0.91 1.14 1.22  -0.2463
S: -0.32 -1.05 -1.33  -0.1362

The total energy is -953.55952 a.u. The value obtained for the molecular weight is 120.24 g mol⁻¹. As for the structure (SMILES): S[C@H]1CCSC1. The frontier orbital gap comes out at 9.27 eV. The value obtained for the energy above the lowest of the compared OMol25 structures with the same formula, charge and spin is 17.0 kcal per mole.

***

5.
DFT (wB97M-V/def2-TZVPD) results for an isolated molecule of C19H21ClN2O4.

Each line ends with the Mulliken charge.
Cartesian coordinates (Å):
C: -7.11 -0.72 -1.02  -1.0244
C: -6.27 -1.99 -1.11  -0.4155
O: -5.44 -2.18 0.02  -0.4590
C: -4.31 -1.45 0.16  0.7359
C: -3.79 -0.56 -0.78  -0.3511
C: -2.61 0.11 -0.53  -0.3666
C: -1.93 -0.08 0.66  0.0844
C: -2.44 -0.97 1.60  -0.8114
C: -3.61 -1.65 1.35  -0.5207
H: -4.01 -2.34 2.07  0.4138
H: -1.90 -1.13 2.53  0.4192
O: -0.72 0.52 0.94  -0.4522
C: -0.50 1.82 0.57  0.4434
C: -1.50 2.78 0.52  -0.1953
C: -1.21 4.09 0.19  -0.8099
C: 0.10 4.44 -0.09  0.1623
C: 1.12 3.50 -0.04  -0.7567
C: 0.83 2.19 0.30  -0.1558
N: 1.79 1.18 0.38  -0.0619
C: 3.14 1.27 0.23  0.5834
O: 3.73 2.29 -0.02  -0.6391
C: 3.84 -0.07 0.45  -0.4478
H: 3.98 -0.20 1.53  0.1919
H: 3.22 -0.89 0.08  0.3250
C: 5.20 -0.09 -0.25  -0.7633
N: 5.99 -1.23 0.13  -0.1414
C: 5.86 -2.43 -0.48  0.7599
O: 5.09 -2.62 -1.40  -0.6238
C: 6.76 -3.51 0.10  -1.2272
H: 6.48 -3.71 1.13  0.3161
H: 6.65 -4.42 -0.48  0.3249
H: 7.80 -3.18 0.07  0.3388
H: 6.58 -1.15 0.94  0.2493
H: 5.74 0.83 -0.02  0.4040
H: 5.04 -0.15 -1.33  0.2666
H: 1.39 0.27 0.61  0.2602
H: 2.14 3.78 -0.25  0.6916
Cl: 0.48 6.07 -0.52  -0.2306
H: -1.99 4.83 0.15  0.4265
H: -2.52 2.50 0.76  0.5397
H: -2.21 0.79 -1.27  0.5281
H: -4.29 -0.39 -1.72  0.3571
H: -5.68 -2.01 -2.03  0.3313
H: -6.93 -2.87 -1.11  0.3134
H: -7.77 -0.66 -1.89  0.3497
H: -6.48 0.16 -0.99  0.3399
H: -7.72 -0.74 -0.12  0.2974

The total energy is -1607.31987 a.u. The value obtained for the molecular weight is 376.84 g mol⁻¹. As for the structure (SMILES): CCOc1ccc(Oc2ccc(Cl)cc2NC(=O)CCNC(C)=O)cc1. The frontier orbital gap comes out at 8.72 eV. The value obtained for the energy above the lowest of the compared OMol25 structures with the same formula, charge and spin is 24.2 kcal per mole.

***

6.
DFT (wB97M-V/def2-TZVPD) results for an isolated molecule of C22H28N2O3.

Each line ends with the Mulliken charge.
Cartesian coordinates (Å):
C: 1.15 -1.50 -2.30  -1.6731
C: 1.70 -0.54 -1.24  0.0421
N: 3.01 -0.97 -0.83  -0.2628
C: 4.02 -0.07 -0.72  0.7080
O: 4.02 1.04 -1.19  -0.6771
O: 5.07 -0.63 -0.06  -0.4420
C: 6.19 0.22 0.13  -0.8325
C: 5.95 1.28 1.17  0.7704
C: 6.63 2.49 1.10  -0.5974
C: 6.42 3.46 2.07  -0.5082
C: 5.53 3.24 3.10  -0.4128
C: 4.84 2.04 3.17  -0.6087
C: 5.06 1.06 2.21  -0.2036
H: 4.52 0.13 2.26  0.4363
H: 4.14 1.86 3.97  0.3827
H: 5.36 4.00 3.85  0.3746
H: 6.96 4.40 2.01  0.3706
H: 7.32 2.67 0.29  0.3431
H: 7.00 -0.44 0.44  0.3574
H: 6.45 0.69 -0.83  0.3733
H: 3.04 -1.78 -0.22  0.3343
H: 1.81 0.47 -1.65  0.6107
C: 0.77 -0.57 -0.02  0.5957
O: 0.96 -1.40 0.86  -0.7105
N: -0.24 0.32 0.02  0.2422
C: -0.46 1.35 -0.97  -1.0090
H: -0.55 0.92 -1.97  0.2895
H: -1.39 1.85 -0.74  0.4090
H: 0.35 2.08 -0.97  0.3333
C: -1.18 0.28 1.13  -1.4203
C: -2.55 -0.11 0.65  0.8000
C: -3.64 0.72 0.83  -0.6310
C: -4.89 0.35 0.36  -0.8385
C: -5.08 -0.86 -0.30  1.1400
C: -3.98 -1.69 -0.47  -0.1042
C: -2.73 -1.33 0.00  -1.0258
H: -1.89 -1.98 -0.14  0.4428
H: -4.09 -2.64 -0.97  0.2892
C: -6.44 -1.25 -0.80  0.1520
C: -6.93 -2.52 -0.10  -1.4742
H: -6.29 -3.37 -0.33  0.2947
H: -6.94 -2.38 0.98  0.3608
H: -7.94 -2.77 -0.42  0.4474
C: -6.43 -1.44 -2.32  -1.4552
H: -7.44 -1.66 -2.68  0.4462
H: -5.78 -2.26 -2.60  0.2868
H: -6.08 -0.54 -2.81  0.3511
H: -7.14 -0.44 -0.56  0.3867
H: -5.73 1.01 0.51  0.2986
H: -3.52 1.67 1.33  0.3416
H: -1.20 1.25 1.63  0.3456
H: -0.79 -0.47 1.83  0.4089
H: 1.81 -1.52 -3.16  0.4488
H: 0.15 -1.20 -2.62  0.3392
H: 1.08 -2.50 -1.88  0.3337

The total energy is -1190.41374 a.u. The value obtained for the molecular weight is 368.48 g mol⁻¹. As for the structure (SMILES): CC(C)c1ccc(CN(C)C(=O)[C@H](C)NC(=O)OCc2ccccc2)cc1. The frontier orbital gap comes out at 9.67 eV. The value obtained for the energy above the lowest of the compared OMol25 structures with the same formula, charge and spin is 19.4 kcal per mole.